Below is 3 unconnected molecules or ions with the total composition C4H9NO3, with properties calculated with wB97M-V/def2-TZVPD.

Structure (ORCA input):
```
! RIJCOSX wB97M-V def2-TZVPD def2/J DEFGRID3
* xyz 1 2
O -0.0501 1.0865 -2.7284
C -1.8578 0.7537 0.4855
C -0.9220 -0.1594 0.0749
C 0.4954 0.1735 0.1263
C 0.9224 -0.1144 1.6918
N 0.9714 1.0230 2.4268
O 1.2267 -1.2346 1.9251
H -2.9306 0.5935 0.4804
H -1.1552 -1.1484 -0.2942
H -1.5125 1.6808 0.9349
H 0.7345 1.2259 -0.0537
H 1.0727 -0.4793 -0.5085
H -0.4633 1.4705 -3.5092
H 0.5808 0.8982 3.3667
H -0.4042 0.1807 -2.6670
H -0.5212 -2.3001 -3.0137
O -0.3395 -1.5753 -2.3843
*
```

Results
Max |F| (eV/Å): 1.41
E_tot (eV): -11909.730
Energy above the lowest of the compared OMol25 structures with the same formula, charge and spin (kcal/mol): 187.7
LUMO level (spin up / spin down) (eV): -9.70 / -10.12
HOMO-LUMO gap (spin up / spin down) (eV): 4.24 / 3.59
M (g/mol): 119.12



Below is 2 unconnected molecules or ions with the total composition C4H9NO3S, with properties calculated with wB97M-V/def2-TZVPD.

Structure (ORCA input):
```
! RIJCOSX wB97M-V def2-TZVPD def2/J DEFGRID3
* xyz -2 1
C 1.0677 0.6501 1.0306
C -0.2309 0.0564 0.4971
C -1.2003 -0.1581 1.6500
S -1.8373 1.3415 2.5211
N 0.0192 -1.2360 -0.1547
C 0.1273 -1.3172 -1.5782
O 0.6183 -0.3288 -2.1906
O -0.2533 -2.4028 -2.0836
H 1.8431 0.6358 0.2610
H 1.4096 0.0519 1.8747
H 0.8328 1.6526 1.3643
H -0.6351 0.8036 -0.2025
H -2.0299 -0.7606 1.2724
H -0.7366 -0.7335 2.4535
H -0.6466 -1.9353 0.1502
H 3.0712 1.2994 -1.4146
H 1.9062 0.7835 -2.3085
O 2.7085 1.3643 -2.2999
*
```

Results
Max |F| (eV/Å): 0.80
E_tot (eV): -22762.823
Energy above the lowest of the compared OMol25 structures with the same formula, charge and spin (kcal/mol): 0.0
LUMO level (eV): 5.96
HOMO-LUMO gap (eV): 5.90
M (g/mol): 151.19



Below is a single C4H9NO3S molecule, with properties calculated with wB97M-V/def2-TZVPD.

Structure (ORCA input):
```
! RIJCOSX wB97M-V def2-TZVPD def2/J DEFGRID3
* xyz 0 1
C -0.3814 0.1432 -1.2832
C 1.1344 -0.2980 -1.1864
C 0.3723 0.4165 1.1161
C -1.0083 0.0534 0.0851
N -1.9365 1.0734 0.4191
O 2.8424 -0.5130 0.7841
O 1.0029 -2.0517 0.6467
O -1.6042 -1.1610 0.4278
S 1.4815 -0.7322 0.4516
H -0.3254 1.1886 -1.5294
H -1.0575 -0.4410 -1.9608
H 1.2623 -1.0437 -2.0215
H 1.5789 0.7104 -1.4325
H 0.7322 1.3348 0.8759
H 0.3468 0.1689 2.2742
H -2.1090 1.0231 1.4895
H -1.5081 1.9255 0.2632
H -0.8233 -1.7973 0.5805
*
```

Results
Max |F| (eV/Å): 5.40
Structure (SMILES): N[C@@]1(O)CCS(=O)(=O)C1
E_tot (eV): -22759.795
Energy above the lowest of the compared OMol25 structures with the same formula, charge and spin (kcal/mol): 36.8
LUMO level (eV): 0.48
HOMO-LUMO gap (eV): 9.99
M (g/mol): 151.19



Below is 2 unconnected molecules or ions with the total composition C4H9NO4S, with properties calculated with wB97M-V/def2-TZVPD.

Structure (ORCA input):
```
! RIJCOSX wB97M-V def2-TZVPD def2/J DEFGRID3
* xyz 0 3
C -2.4382 0.4550 0.5688
C -0.4490 -2.5528 -0.7763
C 2.5080 1.9381 -0.1596
C -1.2872 -0.3192 -0.3269
N -0.8130 -1.4979 0.0317
O -2.2731 1.3592 1.2952
O -3.2552 -0.2998 0.0745
O 1.5472 -0.2873 0.6243
O 0.3319 2.0486 1.2713
S 0.9833 0.9453 0.1112
H 0.5952 -2.6983 -0.8652
H -0.8346 -3.4795 -0.3185
H -0.8128 -2.3994 -1.8593
H 3.3441 1.3058 -0.5041
H 2.3816 2.7181 -0.9506
H 2.7817 2.4606 0.7663
H -1.2421 -0.1427 -1.3595
H -0.7036 1.9495 1.3632
H -0.3642 -1.5034 1.0131
*
```

Results
Max |F| (eV/Å): 5.54
E_tot (eV): -24802.809
Energy above the lowest of the compared OMol25 structures with the same formula, charge and spin (kcal/mol): 30.8
LUMO level (spin up / spin down) (eV): 0.73 / -3.31
HOMO-LUMO gap (spin up / spin down) (eV): 6.81 / 5.86
M (g/mol): 167.19



Below is a gas-phase ion, C4H9NOP (charge +1), with properties calculated with wB97M-V/def2-TZVPD.

Structure (ORCA input):
```
! RIJCOSX wB97M-V def2-TZVPD def2/J DEFGRID3
* xyz 1 1
C 1.9828 -1.9845 -0.1269
C -0.3654 1.5239 0.5890
C -2.3413 0.2954 -0.4011
C -0.9141 0.6835 -0.2808
N 1.3797 -0.9599 0.2948
O 1.0903 1.6057 0.6680
P 1.9792 0.6545 -0.1198
H 2.5278 -2.0364 -0.9796
H 1.7306 -2.9104 0.4208
H -0.7420 2.1807 1.3097
H -2.3563 -0.7329 -0.7419
H -2.8724 0.5165 0.5192
H -2.8911 0.7776 -1.2459
H -0.3638 0.1410 -1.1023
H 3.1127 0.6021 0.6212
H 2.0583 1.2239 -1.4810
*
```

Results
Max |F| (eV/Å): 3.77
Structure (SMILES): C=[N+]=[PH2]O/C=C/C
E_tot (eV): -17110.797
Energy above the lowest of the compared OMol25 structures with the same formula, charge and spin (kcal/mol): 55.2
LUMO level (eV): -4.27
HOMO-LUMO gap (eV): 9.43
M (g/mol): 118.10



Below is a gas-phase ion, C4H9NOP (charge +1), with properties calculated with wB97M-V/def2-TZVPD.

Structure (ORCA input):
```
! RIJCOSX wB97M-V def2-TZVPD def2/J DEFGRID3
* xyz 1 1
C -2.3832 0.5563 -0.7066
C -0.4037 -0.6931 0.0729
C 0.2136 -2.0572 0.1150
C 1.8303 0.6583 0.0347
N 0.4180 0.3795 -0.0175
O -3.5281 0.3715 -0.3975
P -0.8746 1.5292 0.2272
H -1.8464 -0.0762 -1.4532
H 0.7789 -1.9818 -0.8718
H 1.0242 -2.1962 0.9113
H -0.5208 -2.9013 0.0332
H 1.9516 1.6505 0.4160
H 2.3032 0.4367 -0.9227
H 2.2997 0.0748 0.7240
H -0.9003 1.4020 1.7123
H -0.3625 2.8470 0.1227
*
```

Results
Max |F| (eV/Å): 3.43
Structure (SMILES): CC1=[N+](C)[PH2]1C=O
E_tot (eV): -17108.604
Energy above the lowest of the compared OMol25 structures with the same formula, charge and spin (kcal/mol): 105.8
LUMO level (eV): -4.41
HOMO-LUMO gap (eV): 9.27
M (g/mol): 118.10



Below is a single C4H9NOP2S molecule, with properties calculated with wB97M-V/def2-TZVPD.

Structure (ORCA input):
```
! RIJCOSX wB97M-V def2-TZVPD def2/J DEFGRID3
* xyz 0 1
C -1.7805 -0.1420 0.0981
C -0.2320 -0.6135 -1.9642
C 1.8614 0.2757 -0.4343
C -0.5007 -0.1246 -0.5924
N 0.5154 0.2184 0.1446
O 1.7207 1.6694 2.0962
P 0.3611 1.2527 1.7125
P -1.3706 0.3764 4.0895
S 0.0170 -0.5968 2.9528
H -2.6324 0.2364 -0.6014
H -2.1752 -1.1548 0.4193
H -1.7087 0.3977 1.0616
H -1.1692 -1.0719 -2.1831
H 0.5236 -1.2875 -2.0703
H -0.0679 -0.0644 -2.9089
H 1.8967 0.8284 -1.4524
H 2.4382 0.5424 0.3807
H 2.3029 -0.7421 -0.7483
*
```

Results
Max |F| (eV/Å): 3.89
E_tot (eV): -37241.971
Energy above the lowest of the compared OMol25 structures with the same formula, charge and spin (kcal/mol): 34.0
LUMO level (spin up / spin down) (eV): -0.64 / -0.60
HOMO-LUMO gap (spin up / spin down) (eV): 6.49 / 6.54
M (g/mol): 181.14



Below is 3 unconnected molecules or ions with the total composition C4H9NOS, with properties calculated with wB97M-V/def2-TZVPD.

Structure (ORCA input):
```
! RIJCOSX wB97M-V def2-TZVPD def2/J DEFGRID3
* xyz 0 1
O -1.1314 -0.0548 2.2436
C -0.7788 -0.5689 1.1278
C 0.2539 -1.4569 0.9881
C 0.4368 2.0642 1.5560
C 0.9890 1.8876 0.3638
S -0.1282 0.2936 -2.6325
N 0.6254 -2.3233 -0.1758
H -1.4590 -0.5071 0.2513
H 0.8510 -1.6954 1.9244
H 0.6347 1.3351 2.3878
H -0.2039 2.8983 1.6584
H 0.6338 0.8527 -0.1802
H 1.4093 2.5583 -0.4122
H -1.2115 0.1696 -3.1770
H 0.2536 -3.2782 -0.1527
H 0.4102 -1.8863 -1.1119
*
```

Results
Max |F| (eV/Å): 6.30
E_tot (eV): -18658.290
Energy above the lowest of the compared OMol25 structures with the same formula, charge and spin (kcal/mol): 213.0
LUMO level (eV): -3.94
HOMO-LUMO gap (eV): 3.69
M (g/mol): 119.19



Below is a single C4H9NOS molecule, with properties calculated with wB97M-V/def2-TZVPD.

Structure (ORCA input):
```
! RIJCOSX wB97M-V def2-TZVPD def2/J DEFGRID3
* xyz 0 1
C 0.9727 0.1933 -0.2228
C 2.1772 -0.4624 0.3132
C 0.8477 1.6326 -0.1623
C -2.5494 -1.2963 -0.2133
N -0.0732 -0.5271 -0.3913
O -1.8170 1.1182 0.4836
S -1.6533 0.1980 -0.5888
H 2.0424 -1.4675 0.0070
H 3.0469 -0.1209 -0.2418
H 2.4952 -0.2993 1.4346
H 1.2184 1.7833 0.8649
H 1.4586 2.0322 -0.9607
H -0.1990 1.9405 -0.1454
H -3.5353 -1.2887 -0.6354
H -2.5357 -1.2832 0.9342
H -1.8963 -2.1528 -0.4758
*
```

Results
Max |F| (eV/Å): 4.41
E_tot (eV): -18664.564
Energy above the lowest of the compared OMol25 structures with the same formula, charge and spin (kcal/mol): 68.3
LUMO level (eV): 0.83
HOMO-LUMO gap (eV): 9.40
M (g/mol): 119.19



Below is a single C4H9NOS2 molecule, with properties calculated with wB97M-V/def2-TZVPD.

Structure (ORCA input):
```
! RIJCOSX wB97M-V def2-TZVPD def2/J DEFGRID3
* xyz 0 1
C -1.8279 1.9149 -0.5125
C -0.5168 0.9820 1.3455
C -0.0760 -0.4920 1.0699
C 2.1932 -2.1248 -0.9685
H -2.1657 0.9464 -0.8044
H -1.5871 2.6174 -1.3659
H -2.6854 2.4533 -0.0014
H 0.1198 1.5050 2.0360
H -1.5672 0.9320 1.8047
H 0.1127 0.2746 -0.7767
H 2.5835 -3.0547 -1.4384
H 2.7466 -1.3353 -1.4460
H 2.5016 -2.2823 0.0692
N 0.1047 -0.6062 -0.2603
O -0.6011 1.8214 0.1979
S 0.1747 -1.6043 2.2871
S 0.4903 -1.9475 -1.2362
*
```

Results
Max |F| (eV/Å): 2.60
Structure (SMILES): COCC(=S)NSC
E_tot (eV): -29500.627
Energy above the lowest of the compared OMol25 structures with the same formula, charge and spin (kcal/mol): 42.8
LUMO level (eV): 0.54
HOMO-LUMO gap (eV): 9.01
M (g/mol): 151.26



Below is a molecular structure, C4H9NP, with properties calculated with wB97M-V/def2-TZVPD.

Structure (ORCA input):
```
! RIJCOSX wB97M-V def2-TZVPD def2/J DEFGRID3
* xyz 1 1
C 0.9581 -0.4048 -0.8154
C 0.0656 1.0589 1.1053
C -0.0186 0.7407 -0.3844
C -0.4534 -1.3004 0.1346
N -1.1484 -0.2160 -0.6514
P -0.3573 -0.6280 1.9331
H 0.8588 -0.5855 -1.7912
H 1.9061 -0.3733 -0.3135
H 1.0076 1.3940 1.5521
H -0.5889 1.7751 1.4839
H 0.1261 1.6660 -0.8290
H -0.6391 -2.3124 0.0728
H -2.0512 0.0474 -0.2989
H -1.2274 -0.5340 -1.6147
H 0.9864 -0.9024 2.1260
*
```

Results
Max |F| (eV/Å): 7.30
E_tot (eV): -15062.907
Energy above the lowest of the compared OMol25 structures with the same formula, charge and spin (kcal/mol): 61.2
LUMO level (eV): -3.55
HOMO-LUMO gap (eV): 10.28
M (g/mol): 102.10



Below is a gas-phase ion, C4H9NP (charge +1), with properties calculated with wB97M-V/def2-TZVPD.

Structure (ORCA input):
```
! RIJCOSX wB97M-V def2-TZVPD def2/J DEFGRID3
* xyz 1 1
C 0.5983 -1.0418 0.2287
C -0.5348 1.0558 0.7340
C 0.7208 0.4595 0.0185
C -0.8045 -1.2820 -0.2431
N 0.4354 0.6866 -1.3735
P -1.7753 0.0652 -0.2493
H 1.4771 -1.4989 -0.1614
H 0.7273 -1.3479 1.3599
H -0.4249 0.9228 1.8800
H -0.7855 2.1503 0.7330
H 1.5618 1.0287 0.2537
H -1.0034 -2.3734 -0.3486
H 0.5205 1.5511 -1.8640
H 0.9124 -0.0084 -1.9388
H -3.0823 -0.4728 0.1579
*
```

Results
Max |F| (eV/Å): 3.75
E_tot (eV): -15062.760
Energy above the lowest of the compared OMol25 structures with the same formula, charge and spin (kcal/mol): 64.6
LUMO level (eV): -6.08
HOMO-LUMO gap (eV): 7.29
M (g/mol): 102.10